Density functional theory data (the ωB97M-V functional and the def2-TZVPD basis) for a cluster of 14 separate species, C84H188N8O20 in total.

Atoms and positions in Å:
C 6.310 29.545 -22.710
C 6.063 28.542 -21.541
C 7.206 27.595 -21.522
C 7.123 26.633 -20.299
C 7.311 27.399 -19.085
C 6.224 28.524 -18.914
N 6.113 29.210 -20.193
O 5.590 30.464 -20.153
C 4.856 28.019 -18.461
C 6.705 29.320 -17.648
C 4.707 27.853 -21.835
H 7.255 30.042 -22.493
H 5.572 30.346 -22.671
H 6.382 29.238 -23.753
H 6.864 27.034 -22.392
H 8.113 28.136 -21.793
H 7.902 25.871 -20.341
H 6.187 26.074 -20.316
H 8.339 27.756 -19.027
H 7.294 26.711 -18.240
H 4.392 28.595 -17.660
H 4.109 28.164 -19.242
H 4.794 26.940 -18.324
H 6.614 28.690 -16.764
H 7.706 29.751 -17.654
H 5.978 30.132 -17.612
H 3.919 28.575 -21.620
H 4.528 26.959 -21.238
H 4.587 27.653 -22.899
H 4.687 30.335 -19.856
C 14.277 15.500 -20.477
C 14.252 17.050 -20.384
C 12.987 17.441 -19.554
C 12.984 19.024 -19.286
C 14.174 19.252 -18.374
C 15.521 18.871 -19.119
N 15.510 17.556 -19.802
O 16.681 17.069 -20.335
C 15.779 19.942 -20.203
C 16.570 19.004 -18.066
C 14.057 17.550 -21.813
H 14.659 14.998 -21.366
H 13.227 15.209 -20.461
H 14.740 15.061 -19.592
H 11.962 17.246 -19.869
H 13.058 16.950 -18.583
H 12.033 19.186 -18.779
H 13.009 19.700 -20.141
H 14.086 18.616 -17.494
H 14.226 20.329 -18.217
H 16.420 19.724 -21.057
H 14.862 20.452 -20.497
H 16.267 20.852 -19.854
H 16.408 19.823 -17.365
H 16.754 18.055 -17.562
H 17.541 19.168 -18.533
H 14.094 18.633 -21.700
H 13.074 17.380 -22.251
H 14.789 17.066 -22.460
H 16.809 17.692 -21.054
C 2.046 18.568 -18.617
C 2.162 18.084 -17.088
C 3.232 16.955 -17.330
C 4.091 16.648 -16.182
C 4.678 17.923 -15.525
C 3.518 18.869 -15.068
N 2.658 19.161 -16.236
O 1.615 20.103 -16.007
C 2.588 18.345 -13.942
C 4.104 20.246 -14.736
C 0.793 17.444 -16.645
H 1.440 19.460 -18.777
H 1.680 17.782 -19.277
H 3.041 18.815 -18.986
H 2.730 16.018 -17.569
H 3.889 17.048 -18.195
H 4.836 15.905 -16.465
H 3.375 16.037 -15.632
H 5.355 18.471 -16.181
H 5.349 17.607 -14.727
H 2.493 17.301 -14.240
H 3.146 18.057 -13.051
H 1.643 18.742 -13.570
H 4.938 20.488 -15.396
H 3.486 21.140 -14.649
H 4.606 20.288 -13.769
H 0.369 16.825 -17.436
H 0.019 18.198 -16.500
H 0.863 16.919 -15.693
H 1.970 20.837 -16.514
C 8.546 22.252 -15.341
C 9.402 23.516 -15.341
C 10.026 23.787 -13.968
C 11.202 22.937 -13.620
C 12.292 22.860 -14.782
C 11.700 22.484 -16.170
N 10.576 23.476 -16.325
O 10.104 23.386 -17.573
C 12.800 22.794 -17.338
C 11.317 20.989 -16.209
C 8.497 24.703 -15.680
H 8.331 22.014 -16.383
H 7.628 22.351 -14.761
H 9.214 21.471 -14.978
H 10.322 24.835 -13.925
H 9.106 23.600 -13.415
H 10.801 21.983 -13.278
H 11.674 23.461 -12.789
H 13.084 22.160 -14.518
H 12.796 23.825 -14.838
H 13.761 22.344 -17.087
H 12.512 22.247 -18.236
H 13.060 23.809 -17.639
H 12.180 20.324 -16.238
H 10.952 20.584 -15.265
H 10.586 20.796 -16.994
H 8.989 25.606 -15.317
H 7.555 24.681 -15.131
H 8.170 24.873 -16.706
H 10.703 24.062 -17.898
C 16.930 19.682 -12.666
C 16.428 20.651 -11.572
C 15.702 21.905 -12.259
C 14.674 22.620 -11.369
C 13.733 21.589 -10.835
C 14.321 20.474 -9.959
N 15.623 20.024 -10.493
O 15.915 18.691 -10.214
C 14.442 20.957 -8.559
C 13.238 19.348 -10.192
C 17.706 21.149 -10.908
H 17.414 20.242 -13.466
H 16.117 19.085 -13.080
H 17.513 18.892 -12.192
H 16.490 22.551 -12.647
H 15.294 21.456 -13.165
H 14.138 23.432 -11.859
H 15.248 23.094 -10.573
H 13.136 21.160 -11.639
H 12.942 22.123 -10.308
H 14.775 20.206 -7.843
H 15.193 21.746 -8.529
H 13.536 21.255 -8.030
H 13.167 19.144 -11.261
H 13.571 18.462 -9.652
H 12.444 19.841 -9.632
H 17.633 21.913 -10.134
H 18.379 21.692 -11.572
H 18.364 20.367 -10.529
H 16.380 18.868 -9.392
C 11.389 30.378 -17.240
C 12.229 29.192 -17.760
C 11.624 27.911 -17.044
C 12.168 26.592 -17.723
C 11.953 26.624 -19.173
C 12.419 27.859 -19.928
N 11.954 29.102 -19.230
O 12.199 30.288 -20.017
C 13.933 27.749 -20.177
C 11.717 27.792 -21.264
C 13.708 29.375 -17.383
H 11.870 31.310 -17.535
H 11.003 30.208 -16.235
H 10.472 30.390 -17.828
H 11.764 27.934 -15.964
H 10.534 27.882 -17.040
H 11.573 25.810 -17.251
H 13.122 26.276 -17.302
H 10.881 26.508 -19.330
H 12.462 25.735 -19.546
H 14.156 28.798 -20.374
H 14.458 27.336 -19.316
H 14.151 27.167 -21.073
H 12.113 26.975 -21.867
H 10.645 27.632 -21.150
H 11.831 28.702 -21.853
H 14.169 30.327 -17.647
H 14.360 28.562 -17.703
H 13.952 29.378 -16.321
H 11.296 30.529 -20.234
C 4.966 28.290 -12.678
C 3.563 27.740 -13.191
C 3.419 28.243 -14.638
C 2.339 27.470 -15.450
C 2.640 25.964 -15.410
C 2.898 25.314 -14.008
N 3.772 26.221 -13.230
O 4.029 25.690 -11.975
C 1.493 25.097 -13.246
C 3.577 23.974 -14.358
C 2.473 28.088 -12.213
H 5.885 27.755 -12.918
H 4.880 28.203 -11.595
H 5.013 29.365 -12.852
H 3.046 29.255 -14.795
H 4.387 28.320 -15.133
H 2.254 27.900 -16.448
H 1.372 27.680 -14.993
H 3.324 25.465 -16.097
H 1.663 25.719 -15.827
H 1.649 24.880 -12.189
H 0.943 26.035 -13.178
H 0.871 24.312 -13.676
H 2.969 23.168 -14.769
H 4.494 24.135 -14.926
H 3.965 23.522 -13.445
H 2.322 29.165 -12.283
H 2.692 27.933 -11.156
H 1.469 27.695 -12.373
H 3.300 26.050 -11.464
C 18.585 28.063 -20.578
C 19.658 27.715 -19.546
C 19.439 28.467 -18.164
C 18.548 27.717 -17.198
C 19.022 26.262 -16.973
C 19.182 25.491 -18.323
N 19.997 26.261 -19.236
O 20.449 25.465 -20.307
C 19.999 24.231 -17.864
C 17.756 25.329 -18.839
C 21.036 28.427 -19.947
H 18.862 28.941 -21.160
H 17.578 28.173 -20.174
H 18.533 27.243 -21.295
H 20.348 28.674 -17.599
H 19.279 29.523 -18.382
H 17.529 27.683 -17.585
H 18.457 28.179 -16.214
H 18.281 25.800 -16.320
H 19.819 26.323 -16.232
H 19.423 23.523 -17.269
H 20.253 23.529 -18.659
H 20.999 24.399 -17.462
H 17.643 24.537 -19.579
H 17.045 24.907 -18.130
H 17.245 26.263 -19.073
H 21.762 27.926 -19.306
H 20.946 29.505 -19.812
H 21.196 28.137 -20.985
H 21.280 25.339 -19.844
C 8.121 22.629 -20.299
C 8.105 21.122 -20.008
O 6.789 20.705 -19.860
O 7.785 23.314 -19.156
H 7.388 22.860 -21.071
H 9.172 22.788 -20.540
H 8.629 20.939 -19.069
H 8.555 20.528 -20.803
H 6.544 20.644 -18.934
H 8.386 23.128 -18.430
C 13.280 16.006 -15.923
C 13.176 16.813 -14.578
O 13.246 18.203 -14.804
O 13.112 14.639 -15.821
H 14.242 16.215 -16.391
H 12.564 16.476 -16.597
H 13.947 16.513 -13.867
H 12.175 16.832 -14.147
H 13.285 18.736 -14.007
H 13.903 14.268 -16.218
C 9.237 17.786 -16.991
C 9.119 17.244 -15.533
O 7.983 17.772 -14.769
O 7.965 18.294 -17.453
H 9.563 16.943 -17.600
H 10.053 18.471 -17.224
H 10.073 17.472 -15.056
H 9.148 16.155 -15.539
H 7.414 18.067 -15.483
H 7.383 17.803 -18.036
C 8.285 26.892 -11.356
C 7.510 25.800 -10.703
O 7.705 25.763 -9.273
O 9.710 26.857 -11.227
H 7.904 27.788 -10.867
H 7.980 26.878 -12.403
H 7.714 24.816 -11.126
H 6.435 25.913 -10.847
H 8.583 25.867 -8.899
H 10.051 26.840 -10.330
C 14.347 26.975 -11.054
C 14.744 26.463 -12.457
O 13.673 26.529 -13.454
O 14.247 28.393 -11.099
H 15.133 26.618 -10.389
H 13.380 26.537 -10.806
H 15.187 25.468 -12.418
H 15.668 26.975 -12.725
H 12.885 26.212 -13.006
H 13.730 28.699 -11.847
C 11.307 24.813 -8.208
C 12.367 24.684 -7.133
O 11.668 24.121 -6.093
O 10.188 25.616 -7.913
H 10.842 23.843 -8.386
H 11.739 25.036 -9.184
H 12.703 25.672 -6.816
H 13.246 24.150 -7.492
H 12.233 23.971 -5.332
H 10.041 25.454 -6.978

Summary:
Energy, eV: -143004.0564
HOMO-LUMO gap, eV: 7.865
HOMO level, eV: -7.729
Charge: 0
ΔE to the lowest compared entry with this formula, charge and spin, kcal/mol: 271.41
LUMO level, eV: 0.14

***

Density functional theory data (the ωB97M-V functional and the def2-TZVPD basis) for the ion C5H10NO2 with charge -1.

Atoms and positions in Å:
O 0.021 -2.699 1.937
C 0.951 -1.908 1.686
O 1.586 -1.161 2.469
C 1.258 -1.708 0.169
C 0.097 -1.016 -0.522
C -0.184 0.384 0.029
C -1.398 2.385 -0.656
N -0.468 1.359 -1.039
H 1.388 -2.697 -0.262
H 2.220 -1.183 0.056
H -0.765 -1.697 -0.519
H 0.292 -0.901 -1.594
H 0.705 0.681 0.588
H -1.062 0.367 0.659
H -2.427 2.003 -0.686
H -1.265 2.779 0.371
H -1.345 3.250 -1.318
H 0.396 1.762 -1.366

Summary:
Energy, eV: -10933.3852
HOMO-LUMO gap, eV: 7.431
HOMO level, eV: -3.860
Charge: -1
ΔE to the lowest compared entry with this formula, charge and spin, kcal/mol: 20.28
LUMO level, eV: 3.57
Structure (SMILES): CNCCCC(=O)[O-]

***

Density functional theory data (the ωB97M-V functional and the def2-TZVPD basis) for a cluster of 2 separate species, CHN2OS in total.

Atoms and positions in Å:
C -1.355 -0.033 0.011
N 1.413 0.095 -0.319
N 0.902 -0.422 0.671
O -1.783 -1.130 -0.205
S -1.579 1.558 0.142
H 2.402 -0.068 -0.299

Summary:
Energy, eV: -16914.8183
HOMO-LUMO gap (spin up / spin down), eV: 5.321 / 5.321
HOMO level (spin up / spin down), eV: -1.590 / -1.591
Charge: -1
ΔE to the lowest compared entry with this formula, charge and spin, kcal/mol: 25.88
LUMO level (spin up / spin down), eV: 3.73 / 3.73

***

Density functional theory data (the ωB97M-V functional and the def2-TZVPD basis) for a cluster of 11 separate species, C15H52O11 in total.

Atoms and positions in Å:
O 0.115 -19.059 -10.594
H 0.098 -18.084 -10.586
H 0.630 -19.228 -9.756
O -2.847 -19.768 -9.563
H -3.338 -18.980 -9.885
H -2.038 -19.631 -10.092
O -2.151 -15.850 -6.912
H -2.711 -15.023 -6.722
H -2.172 -16.548 -6.180
O -3.530 -22.030 -7.830
H -2.953 -22.784 -7.755
H -3.209 -21.368 -8.466
O -3.797 -17.049 -10.220
H -3.095 -16.534 -9.818
H -3.710 -17.057 -11.185
O -1.144 -16.027 -9.278
H -1.129 -16.075 -8.307
H -1.085 -15.072 -9.530
C -5.777 -14.424 -4.382
C -4.774 -13.287 -4.722
C -3.675 -13.098 -3.684
O -4.116 -13.541 -6.033
H -6.432 -14.680 -5.252
H -6.437 -14.405 -3.538
H -5.219 -15.328 -4.176
H -5.326 -12.353 -4.747
H -2.905 -13.919 -3.665
H -4.197 -13.100 -2.696
H -3.056 -12.198 -3.890
H -4.766 -13.294 -6.656
C 0.196 -15.495 -4.210
C 0.515 -14.037 -4.703
C 0.669 -13.880 -6.228
O -0.494 -13.113 -4.300
H -0.244 -15.368 -3.210
H 1.170 -16.032 -4.120
H -0.485 -16.002 -4.962
H 1.394 -13.637 -4.134
H 1.475 -14.554 -6.534
H 0.874 -12.840 -6.447
H -0.292 -14.182 -6.698
H -0.730 -13.276 -3.402
C -6.952 -19.990 -7.070
C -6.784 -21.170 -6.041
C -7.292 -22.526 -6.425
O -5.338 -21.267 -5.658
H -8.057 -19.897 -7.290
H -6.453 -20.282 -8.030
H -6.570 -19.089 -6.683
H -7.210 -20.863 -5.066
H -6.773 -23.257 -5.699
H -7.034 -22.738 -7.464
H -8.336 -22.605 -6.391
H -4.882 -21.749 -6.388
C -1.732 -20.231 -5.107
C -1.020 -18.964 -5.374
C -0.529 -18.738 -6.796
O -1.933 -17.831 -5.078
H -2.507 -20.465 -5.887
H -2.271 -20.101 -4.182
H -1.042 -21.074 -4.997
H -0.214 -18.945 -4.664
H 0.285 -19.434 -7.000
H -0.026 -17.748 -6.809
H -1.267 -18.744 -7.577
H -2.811 -18.174 -4.876
C -5.477 -18.565 -1.914
C -5.785 -19.027 -3.340
C -6.925 -18.186 -4.012
O -4.613 -19.080 -4.163
H -5.102 -17.593 -1.983
H -4.670 -19.170 -1.448
H -6.354 -18.630 -1.281
H -6.187 -20.082 -3.296
H -7.671 -18.772 -4.633
H -6.549 -17.321 -4.556
H -7.514 -17.798 -3.183
H -4.785 -19.694 -4.899

Summary:
Energy, eV: -38920.8356
HOMO-LUMO gap, eV: 10.159
HOMO level, eV: -9.665
Charge: 0
ΔE to the lowest compared entry with this formula, charge and spin, kcal/mol: 8.90
LUMO level, eV: 0.49
Structure (SMILES): CC(C)O.CC(C)O.CC(C)O.CC(C)O.CC(C)O.O.O.O.O.O.O

***

Density functional theory data (the ωB97M-V functional and the def2-TZVPD basis) for a structure of composition C23H20AsClGaN2O10S6Te.

Atoms and positions in Å:
Ga -0.672 -0.422 -0.516
O 2.503 -1.631 2.380
As 1.723 -0.173 1.741
O 0.408 -3.328 2.790
O 0.616 -0.999 0.659
C 0.448 -0.006 3.269
C 0.874 -0.463 4.514
C 0.022 -0.486 5.605
C -1.290 -0.054 5.474
C -1.738 0.414 4.252
C -0.864 0.445 3.167
S -1.592 0.985 1.644
O -2.123 -0.267 0.993
O -2.613 1.928 1.999
O -0.558 1.483 0.708
H 1.792 -2.315 2.506
H 1.884 -0.843 4.606
H 0.379 -0.850 6.560
H -1.965 -0.090 6.319
H -2.751 0.771 4.127
O 1.274 -3.035 -5.388
C 1.966 -1.918 -5.241
O 2.777 -1.558 -6.057
C 1.711 -1.107 -4.009
C 2.421 0.027 -3.652
Cl 3.658 0.857 -4.460
N 1.935 0.494 -2.484
N 0.931 -0.286 -2.066
C 0.783 -1.253 -2.948
C -0.201 -2.330 -2.567
O -0.335 -3.314 -3.289
O -0.799 -2.158 -1.454
C 2.473 1.490 -1.607
C 3.791 1.394 -1.197
C 4.288 2.349 -0.327
C 3.466 3.369 0.133
C 2.140 3.435 -0.270
C 1.637 2.494 -1.155
H 0.637 -3.205 -4.626
H 4.409 0.576 -1.541
H 5.316 2.287 0.003
H 3.859 4.111 0.816
H 1.490 4.215 0.101
H 0.604 2.527 -1.471
C -4.208 2.796 -0.895
S -2.692 3.770 -0.776
C -1.752 3.202 -2.141
C -1.518 1.958 -2.602
S -2.153 0.386 -2.138
S -0.493 1.884 -4.028
C -0.180 3.564 -4.229
S 0.733 4.210 -5.436
S -0.966 4.503 -3.015
H -4.931 3.325 -0.276
H -4.059 1.792 -0.507
H -4.551 2.765 -1.926
C -1.430 -5.294 1.388
Te -1.004 -3.230 1.627
C -2.569 -3.089 3.046
H -2.449 -5.397 1.022
H -1.306 -5.787 2.349
H -0.745 -5.713 0.655
H -2.265 -3.699 3.894
H -3.494 -3.456 2.605
H -2.686 -2.049 3.340

Summary:
Energy, eV: -245678.5324
HOMO-LUMO gap, eV: 7.688
HOMO level, eV: -5.651
Charge: -1
ΔE to the lowest compared entry with this formula, charge and spin, kcal/mol: 0.00
LUMO level, eV: 2.04